The following is a quantum chemistry calculation of a structure of composition C30H53Br6N5O7, from the OMol25 dataset.

```
101
Properties=species:S:1:pos:R:3:forces:R:3:mulliken_charge:R:1
C -4.046 3.698 1.683 -0.44 0.33 -0.58 -0.96
C -2.872 4.505 1.121 -0.37 -0.50 1.24 -0.52
C -1.653 4.429 2.060 0.46 0.08 -0.16 -0.76
C -1.084 3.016 2.194 0.10 0.70 0.40 -1.13
N 0.137 2.891 3.124 -0.89 -0.37 -1.49 0.89
C 1.279 3.669 2.494 1.53 -0.83 1.24 -0.76
C 2.524 2.789 2.807 0.45 0.53 0.06 -0.97
C 2.025 1.329 2.791 1.16 1.34 -0.35 0.05
C 0.558 1.422 3.077 -0.24 -0.84 0.93 -0.30
C -0.118 3.331 4.568 1.18 1.05 -0.22 -1.29
C -1.334 2.781 5.268 -0.27 -0.63 -0.74 0.10
C -1.577 3.368 6.672 0.74 0.15 -0.61 -1.47
H -3.798 2.639 1.758 0.00 0.04 0.37 0.06
H -4.902 3.739 1.007 0.07 0.06 -0.12 0.44
H -4.418 4.126 2.615 0.24 -0.30 0.25 0.29
H -3.127 5.565 1.109 -0.15 -0.04 -0.49 0.35
H -2.669 4.122 0.121 0.38 0.30 -0.05 0.33
H -1.873 4.843 3.047 -0.40 -0.05 -0.01 0.33
H -0.924 5.123 1.632 0.36 -0.25 0.07 0.27
H -0.721 2.731 1.208 -0.06 -0.50 0.12 0.69
H -1.812 2.311 2.590 -0.06 -0.05 -0.31 0.52
H 1.324 4.645 2.970 -0.05 0.07 -0.23 0.39
H 1.209 3.749 1.412 -0.64 -0.07 0.07 0.46
H 3.053 3.055 3.725 -0.58 0.08 0.35 0.34
H 3.322 2.929 2.076 -0.31 0.07 -0.34 0.56
H 2.572 0.766 3.543 -0.11 -0.27 -0.19 0.50
H 2.251 0.986 1.782 -0.38 -0.60 0.14 -0.39
H 0.333 1.014 4.063 -0.09 0.04 -0.05 0.30
H 0.006 0.799 2.377 -0.41 0.64 -0.14 -0.13
H -0.162 4.422 4.533 -0.25 0.02 -0.13 0.45
H 0.826 3.146 5.086 -0.05 -0.36 0.06 0.66
H -1.272 1.691 5.296 -0.01 -0.02 0.24 0.37
H -2.136 2.973 4.551 -0.51 0.09 0.58 0.15
H -0.659 3.330 7.262 0.04 -0.21 0.01 0.35
H -2.335 2.815 7.220 -0.14 0.11 -0.17 0.39
H -1.815 4.430 6.612 -0.33 -0.05 0.01 0.35
C -1.467 0.689 -1.877 -0.92 1.66 0.12 -0.56
C -1.252 -0.779 -1.776 0.69 -2.42 -0.16 1.41
C -1.976 -1.581 -2.860 0.39 0.20 -0.08 -1.43
O 0.057 -1.246 -1.676 0.66 1.20 -0.01 0.68
H -2.498 0.891 -2.191 -0.25 -0.17 0.30 0.46
H -0.932 1.339 -2.574 0.75 -0.63 -0.06 0.27
H -1.366 1.106 -0.870 0.18 0.35 -0.09 -0.48
H -1.780 -1.073 -0.849 -0.24 -0.06 0.27 -0.84
H -1.760 -2.648 -2.785 -0.21 -0.02 0.54 0.30
H -1.541 -1.374 -3.840 -0.36 0.52 -0.15 0.12
H -3.050 -1.391 -2.795 -0.07 -0.13 -0.43 0.51
C -2.667 1.065 -6.116 -0.71 0.06 -0.47 0.13
Br -0.771 1.409 -6.101 -0.51 -0.01 -0.22 -0.01
Br -3.386 0.300 -7.826 0.70 0.51 1.07 -0.06
Br -3.753 2.646 -5.615 0.68 -0.78 -0.21 -0.05
H -2.836 0.302 -5.365 -0.12 0.12 -0.04 -0.07
C -2.175 -5.170 -5.241 -0.09 0.31 -0.69 -0.39
Br -2.439 -6.309 -6.819 0.28 0.36 0.43 -0.08
Br -2.792 -3.328 -5.648 -0.09 -1.06 0.13 -0.02
Br -0.371 -5.058 -4.617 0.01 -0.18 -0.09 0.02
H -2.765 -5.668 -4.482 -0.16 0.54 0.07 0.44
C 0.467 -4.302 -0.564 0.49 -0.52 0.00 0.83
C 0.219 -5.658 -0.452 0.47 -0.19 0.86 -0.91
C 0.490 -6.355 0.744 -0.50 0.01 -0.05 0.91
C 0.893 -5.696 1.909 -0.79 1.55 -1.64 -1.01
C 1.083 -4.297 1.752 0.83 -0.06 0.22 -0.30
C 1.007 -3.617 0.533 -1.16 -0.08 -0.31 -0.11
O 1.302 -2.289 0.456 0.70 -0.01 1.44 -0.45
O 0.241 -7.704 0.652 -0.04 -0.22 0.17 -0.54
H 0.336 -3.808 -1.516 -0.20 0.16 0.06 -0.10
H -0.182 -6.250 -1.262 0.05 0.11 -0.16 0.40
H 0.847 -6.105 2.907 0.36 -0.36 -0.08 0.30
H 1.425 -3.719 2.603 -0.08 0.02 0.11 0.42
H 0.913 -1.765 -0.282 -0.71 -0.57 -0.78 0.06
H 0.180 -8.115 1.519 0.11 0.14 0.08 0.29
C 5.496 0.634 -1.254 -1.34 0.85 0.59 -0.57
C 4.236 0.703 -0.627 0.15 -0.61 0.03 -0.37
C 3.057 0.574 -1.341 -0.26 0.28 -0.23 0.29
C 3.161 0.419 -2.704 0.55 0.40 -1.27 -0.42
C 4.401 0.385 -3.347 -0.40 0.04 -0.17 -0.52
C 5.578 0.546 -2.649 0.30 -1.05 1.49 0.50
O 6.776 0.356 -3.280 0.03 0.32 -0.53 -0.56
O 1.823 0.651 -0.744 0.69 0.30 0.46 -0.30
H 6.312 0.752 -0.553 0.53 -0.20 -0.48 0.29
H 4.139 0.693 0.453 0.32 0.23 0.08 0.33
H 2.294 0.409 -3.351 -0.15 -0.28 0.25 0.33
H 4.446 0.195 -4.412 -0.03 0.09 -0.05 0.43
H 7.505 0.449 -2.661 -0.09 0.04 0.12 0.28
H 1.187 0.095 -1.248 -0.48 -0.48 -0.10 -0.13
C -2.505 -0.688 2.593 -0.94 0.81 3.07 0.53
O -3.044 -0.555 3.708 0.02 -0.11 -0.97 -0.76
N -2.991 -0.089 1.488 -0.13 0.29 -0.50 -0.29
N -1.332 -1.301 2.486 0.68 -0.12 -1.06 -0.15
H -2.562 -0.339 0.609 -0.54 0.07 -0.31 0.20
H -3.973 0.119 1.563 0.05 0.03 -0.40 0.24
H -0.965 -1.374 1.548 0.74 -0.78 0.39 0.03
H -1.012 -1.788 3.304 0.28 -0.22 -0.34 0.19
C 2.027 -2.478 -4.447 0.14 0.27 0.02 0.18
O 2.609 -2.846 -5.452 0.22 -0.49 -0.31 -0.74
N 2.236 -2.973 -3.204 0.13 -0.35 0.03 -0.04
N 1.103 -1.492 -4.460 -0.11 0.33 -0.58 0.13
H 1.796 -2.487 -2.435 0.23 -0.38 0.20 -0.07
H 2.951 -3.675 -3.127 0.01 0.19 0.42 0.21
H 0.645 -1.244 -3.590 -0.45 0.07 -0.03 -0.42
H 0.790 -1.271 -5.390 -0.29 0.32 0.27 0.12
```
Forces are in eV/Å.

Summary:
Total energy   -474006.93718 eV
Orbital gap   7.079 eV



The following is a quantum chemistry calculation of a structure of composition C30H53Cl2NP2Sc, from the OMol25 dataset.

```
89
Properties=species:S:1:pos:R:3:forces:R:3:mulliken_charge:R:1
Sc -0.083 0.534 0.479 -0.09 -0.27 -0.34 -1.05
Cl -0.295 1.035 -1.871 -0.22 0.78 -1.07 -0.33
P -2.629 -0.387 -0.310 0.93 0.72 0.84 0.00
C -2.991 -1.277 -1.901 0.09 0.26 0.33 0.83
C -3.504 -1.308 1.059 -0.42 0.17 -0.68 0.48
C -3.436 1.271 -0.589 -0.23 -0.59 -0.09 0.80
C -1.900 -2.295 -2.247 0.05 -0.09 -0.07 -1.31
H -2.942 -0.464 -2.645 -0.07 -0.21 0.21 0.51
C -4.397 -1.881 -1.910 -0.07 -0.07 -0.31 -1.72
H -4.446 -2.818 -1.342 0.03 0.20 -0.05 0.26
H -4.667 -2.102 -2.950 -0.07 -0.12 0.11 0.47
H -5.152 -1.190 -1.518 0.16 -0.26 -0.05 0.34
H -1.009 -1.790 -2.628 -0.09 -0.03 0.19 0.21
H -2.267 -2.979 -3.020 -0.01 -0.01 -0.01 0.49
H -1.589 -2.884 -1.377 -0.09 0.10 -0.19 0.22
H -2.916 1.612 -1.501 -0.11 -0.12 0.32 0.40
C -3.082 2.212 0.562 -0.06 0.17 0.18 -1.65
C -4.940 1.263 -0.855 -0.08 0.47 0.00 -1.79
H -5.191 0.884 -1.849 0.02 -0.06 0.13 0.38
H -5.292 2.300 -0.809 -0.16 -0.07 -0.04 0.47
H -5.489 0.696 -0.094 0.06 0.06 -0.12 0.29
H -2.191 1.927 1.144 -0.35 0.07 -0.31 -0.10
H -3.902 2.272 1.288 0.08 0.06 -0.16 0.35
H -2.864 3.216 0.184 -0.26 -0.06 0.12 0.66
C -2.806 -2.659 1.248 0.05 -0.08 0.10 -1.37
H -4.542 -1.445 0.710 0.14 -0.17 0.42 0.64
C -3.488 -0.518 2.371 0.06 0.04 0.03 -1.47
H -2.951 -3.337 0.402 0.06 0.11 -0.01 0.27
H -3.211 -3.161 2.134 -0.03 0.05 -0.04 0.49
H -1.730 -2.512 1.419 -0.29 -0.07 -0.13 0.03
H -2.479 -0.173 2.638 -0.19 -0.06 -0.13 0.12
H -3.812 -1.168 3.193 -0.04 0.04 -0.10 0.57
H -4.158 0.345 2.342 0.11 -0.05 0.01 0.21
Cl 0.322 -1.159 2.104 -0.12 -0.33 1.03 -0.52
H -0.072 -0.994 -0.403 0.39 -0.52 -0.21 0.51
P 2.665 0.494 -0.196 -1.31 -0.02 0.40 0.50
C 3.096 2.042 -1.135 0.19 -0.18 0.02 0.54
C 3.693 0.518 1.350 0.49 0.18 -0.49 0.49
C 3.198 -0.875 -1.325 0.06 0.58 0.19 0.67
C 2.039 3.112 -0.883 -0.20 0.17 0.02 -1.12
H 3.039 1.739 -2.194 0.07 0.07 0.21 0.69
C 4.476 2.621 -0.839 0.22 0.16 -0.29 -1.96
H 4.511 3.095 0.148 -0.02 -0.13 -0.11 0.30
H 4.681 3.401 -1.579 0.05 0.07 0.09 0.52
H 5.286 1.894 -0.913 -0.02 -0.01 0.09 0.35
H 1.095 2.870 -1.378 0.31 0.08 0.16 0.03
H 2.369 4.085 -1.253 0.10 0.05 -0.05 0.55
H 1.832 3.241 0.184 0.17 -0.07 -0.12 -0.07
H 2.610 -0.645 -2.234 0.26 -0.02 0.34 0.47
C 2.796 -2.283 -0.852 -0.15 -0.09 -0.01 -1.20
C 4.689 -0.717 -1.623 0.06 -0.38 -0.36 -1.59
H 4.866 0.175 -2.237 0.10 -0.22 0.18 0.29
H 5.025 -1.596 -2.184 0.18 0.13 -0.03 0.51
H 5.292 -0.650 -0.703 -0.19 -0.04 -0.27 0.24
H 2.050 -2.253 -0.047 0.13 0.00 -0.21 0.12
H 3.663 -2.869 -0.517 -0.14 0.21 -0.03 0.39
H 2.334 -2.814 -1.696 0.14 0.01 0.25 0.37
C 3.103 1.598 2.269 -0.21 0.06 0.04 -1.31
H 4.724 0.797 1.066 -0.22 -0.11 0.27 0.83
C 3.689 -0.845 2.036 -0.21 -0.16 0.13 -1.42
H 3.449 2.601 2.010 0.03 -0.07 0.05 0.11
H 3.359 1.390 3.312 0.20 0.08 -0.03 0.60
H 2.003 1.637 2.235 0.35 -0.06 -0.07 -0.17
H 2.657 -1.182 2.196 0.39 0.02 -0.08 0.04
H 4.149 -0.763 3.026 0.12 0.03 -0.06 0.51
H 4.225 -1.611 1.471 -0.01 0.07 -0.02 0.27
C -0.145 6.574 1.464 0.13 0.40 -0.22 -0.60
C -0.515 5.731 0.410 0.23 0.02 0.27 -1.19
C -0.443 4.360 0.571 0.17 -0.15 0.29 -0.09
C 0.007 3.795 1.785 -0.89 -0.54 0.77 -0.31
C 0.496 4.669 2.802 -0.25 -0.36 -0.10 -0.43
C 0.373 6.041 2.652 -0.04 0.42 -0.32 -0.60
N -0.172 2.418 2.029 0.20 -0.36 -0.83 1.64
C -0.728 2.102 3.288 0.57 1.06 0.27 0.10
C -0.003 1.298 4.196 -0.33 0.33 -0.14 -0.17
C -0.412 1.194 5.517 -0.05 -0.10 -0.37 -0.90
C -1.583 1.827 5.920 -0.59 -0.04 0.65 -0.52
C -2.369 2.570 5.029 0.66 -0.35 -0.14 -0.98
C -1.929 2.735 3.716 0.27 -0.29 0.37 0.09
H -0.213 7.657 1.333 -0.04 -0.33 0.12 0.33
H -0.889 6.122 -0.537 0.09 0.09 0.27 0.43
H -0.783 3.691 -0.217 0.09 0.12 0.14 0.68
H 0.903 4.252 3.735 -0.34 0.09 -0.48 0.37
H 0.656 6.741 3.456 -0.02 -0.51 -0.39 0.35
H 0.908 0.812 3.856 -0.26 0.17 0.10 0.12
H 0.210 0.618 6.208 -0.37 0.21 -0.09 0.39
H -1.912 1.723 6.959 0.08 0.06 -0.29 0.31
H -3.299 3.028 5.369 0.25 -0.05 -0.07 0.38
H -2.480 3.406 3.051 0.31 -0.32 0.05 0.39
```
Forces are in eV/Å.

Summary:
Charge   -1
Total energy   -97788.41927 eV
Orbital gap   6.539 eV



- The lowest orbital gap belongs to which entry?
  C30H53Cl2NP2Sc



- What is the orbital gap in the first record?
  7.079 eV